27
Properties=species:S:1:pos:R:3 method="wB97M-V/def2-TZVPD" homo_ha=-0.44350 molar_mass_g_mol=283.02 homo_lumo_gap_ev=5.909 total_energy_ha=-3773.59012 de_lowest_kcal_mol=27.7 e_lumo_ev=-6.16 total_charge=+1 multiplicity=1
O 3.295 1.127 4.576
P 3.189 1.252 3.080
O 3.717 2.795 2.690
O 4.138 0.213 2.228
P 1.041 1.021 2.655
Br 0.433 -1.098 2.937
H 3.092 3.141 2.029
H 3.951 -0.714 2.451
H 0.238 1.849 3.492
H 0.730 1.387 1.306
C -2.411 -1.442 -2.621
C -1.585 -1.741 -1.374
C -1.458 -0.542 -0.415
O -0.545 0.469 -0.834
C -1.059 1.368 -1.810
N -0.272 -2.251 -1.784
H -1.855 -0.870 -3.364
H -2.712 -2.373 -3.103
H -3.318 -0.887 -2.371
H -2.102 -2.536 -0.827
H -1.056 -0.908 0.532
H -2.438 -0.103 -0.190
H -2.124 1.566 -1.664
H -0.880 0.981 -2.813
H -0.516 2.310 -1.721
H 0.238 -2.554 -0.957
H 0.271 -1.460 -2.126